Below is a 2-piece molecular cluster, C4H10NO2 overall, with properties calculated with ωB97M-V with the def2-TZVPD basis set.

Cartesian coordinates (Å):
N1 -3.0993 -1.2360 1.0333
C1 -2.0932 -0.5258 0.3143
O1 -1.7501 -1.0317 -0.7794
O2 -1.6378 0.4842 0.8899
H1 -3.6218 -0.7088 1.7088
H2 -3.7031 -1.8310 0.4848
C2 1.0252 0.4899 -1.5469
C3 1.5539 1.0490 -0.2296
C4 1.8264 -0.0532 0.7942
H3 1.6265 -0.3075 -1.9944
H4 0.9011 1.2800 -2.2970
H5 0.0340 0.0594 -1.3309
H6 0.7819 1.6964 0.1854
H7 2.4682 1.6437 -0.3731
H8 2.0233 0.3338 1.7974
H9 0.9538 -0.7010 0.8329
H10 2.7110 -0.6416 0.5101

Output
DFT total energy   -363.7230 Eh
Relative energy (zero: lowest compared OMol25 entry of this formula, charge and spin)   0.040 eV
HOMO   -0.14982 hartree
Charge   -1
E_LUMO   4.3 eV
Spin multiplicity   1
Strongest force on any atom   0.0163 hartree/bohr
Gap between HOMO and LUMO   8.4 eV


Below is C38H35As2N3Re as an isolated structure in a non-equilibrium geometry, with properties calculated with ωB97M-V with the def2-TZVPD basis set.

Cartesian coordinates (Å):
Re1 -3.5575 -17.2444 -7.5914
C1 -1.3275 -17.2830 -4.8185
C2 -1.6673 -18.7036 -5.0077
As1 -1.9530 -18.9608 -7.0272
C3 -0.1517 -19.3000 -7.6454
C4 0.2033 -18.8122 -8.8911
C5 1.5956 -18.9063 -9.2310
C6 2.5374 -19.2900 -8.2687
C7 2.1245 -19.7716 -6.9803
C8 0.7640 -19.9005 -6.7539
C9 -2.5090 -20.8517 -6.8855
C10 -2.0810 -21.6607 -7.9661
C11 -2.2821 -23.0440 -8.0068
C12 -2.9611 -23.6370 -6.9284
C13 -3.4267 -22.8622 -5.8803
C14 -3.1987 -21.4645 -5.8642
As2 -2.6178 -15.9864 -5.7647
C15 -3.9355 -15.5539 -4.3759
C16 -5.0508 -14.7646 -4.7109
C17 -5.8584 -14.2938 -3.7072
C18 -5.5742 -14.6404 -2.3686
C19 -4.5443 -15.5536 -2.0384
C20 -3.7313 -16.0343 -3.0927
C21 -1.5628 -14.2675 -5.6698
C22 -2.1808 -13.0483 -5.3337
C23 -1.5218 -11.8969 -5.5370
C24 -0.2159 -11.9340 -6.0636
C25 0.3900 -13.1357 -6.4454
C26 -0.2967 -14.3324 -6.2845
H1 -1.0980 -16.9961 -3.7848
H2 -0.4480 -17.0653 -5.4854
H3 -2.6386 -19.0006 -4.5502
H4 -0.9439 -19.5207 -4.6884
H5 -0.5157 -18.4403 -9.6337
H6 1.9107 -18.6188 -10.2319
H7 3.5952 -19.1309 -8.5528
H8 2.9002 -19.9876 -6.2089
H9 0.4208 -20.4398 -5.8917
H10 -1.5769 -21.2037 -8.8446
H11 -1.7941 -23.6940 -8.7365
H12 -3.1395 -24.7148 -7.0230
H13 -3.8452 -23.3706 -5.0098
H14 -3.5938 -20.8385 -5.0455
H15 -5.1965 -14.4066 -5.7369
H16 -6.7391 -13.6600 -3.8868
H17 -6.1392 -14.2193 -1.5540
H18 -4.3792 -15.9424 -1.0113
H19 -3.0371 -16.8723 -2.9454
H20 -3.1755 -13.0557 -4.7475
H21 -1.9132 -10.9726 -5.1302
H22 0.2709 -11.0018 -6.3061
H23 1.4552 -13.2135 -6.7162
H24 0.0231 -15.3489 -6.6140
N1 -7.4003 -18.9555 -7.6691
C27 -6.6281 -17.9045 -7.3313
N2 -5.4590 -17.9608 -7.9484
C28 -5.5348 -19.0371 -8.8457
C29 -4.6620 -19.4052 -9.8376
C30 -5.1471 -20.3080 -10.8032
C31 -6.1921 -21.2040 -10.4515
C32 -7.0540 -20.8406 -9.4211
C33 -6.7370 -19.7427 -8.6578
H25 -8.3617 -19.0662 -7.3032
H26 -6.8680 -17.0560 -6.7145
H27 -3.6760 -18.9318 -9.9864
H28 -4.6285 -20.3769 -11.7364
H29 -6.4106 -22.0767 -11.0242
H30 -8.0265 -21.2843 -9.2863
C34 -3.5323 -14.6947 -11.6252
C35 -2.3993 -15.0829 -10.8681
C36 -2.5089 -15.7184 -9.6424
N3 -3.7121 -15.9571 -9.0962
C37 -4.8616 -15.5440 -9.7521
C38 -4.7311 -15.1478 -11.0618
H31 -3.4747 -14.2230 -12.6328
H32 -1.3680 -14.7896 -11.1838
H33 -1.6090 -16.1775 -9.1539
H34 -5.7693 -15.6790 -9.1416
H35 -5.6975 -14.9784 -11.5193

Output
DFT total energy   -6181.4480 Eh
HOMO (alpha / beta)   -0.69471 / -0.69732 hartree
Charge   +4
E_LUMO (alpha / beta)   -14.7 / -14.4 eV
Spin multiplicity   4
Strongest force on any atom   0.1010 hartree/bohr
Gap between HOMO and LUMO (alpha / beta)   4.2 / 4.6 eV


Below is C4H2O2 in the gas phase in a non-equilibrium geometry, with properties calculated with ωB97M-V with the def2-TZVPD basis set.

Cartesian coordinates (Å):
O1 0.1112 -1.6434 -1.0586
C1 0.9420 -0.7816 -0.9613
C2 1.3876 -0.1064 0.3450
C3 0.3423 0.5045 0.5747
C4 -1.0296 0.8772 0.8041
O2 -1.3521 1.6515 1.6683
H1 1.4531 -0.3281 -1.8191
H2 -1.7479 0.3518 0.1381

Output
DFT total energy   -303.9443 Eh
Relative energy (zero: lowest compared OMol25 entry of this formula, charge and spin)   1.784 eV
HOMO   -0.40492 hartree
SMILES string   O=CC#CC=O
E_LUMO   -0.7 eV
Spin multiplicity   1
Strongest force on any atom   0.0212 hartree/bohr
Gap between HOMO and LUMO   10.3 eV


Below is a 2-piece molecular cluster, C5H13N2O overall in a non-equilibrium geometry, with properties calculated with ωB97M-V with the def2-TZVPD basis set.

Cartesian coordinates (Å):
C1 -1.0271 1.8761 2.4672
N1 -1.4132 2.3220 1.1292
C2 -0.3015 2.2182 0.1761
O1 0.2998 0.9931 0.1969
H1 -0.5848 0.8737 2.4825
H2 -1.8876 1.9260 3.1341
H3 -0.2504 2.5786 2.7882
H4 -2.1668 1.7241 0.7990
H5 0.4302 2.9966 0.5106
H6 -0.6585 2.4868 -0.8281
C3 -0.4390 -3.0422 -1.5274
C4 0.1760 -1.7593 -1.0870
C5 1.5015 -1.4637 -1.2179
N2 2.1431 -0.5093 -0.5206
H7 0.1983 -3.5035 -2.2864
H8 -0.6196 -3.7175 -0.6873
H9 -1.4216 -2.9050 -1.9868
H10 -0.4459 -0.9914 -0.6260
H11 2.0906 -2.1472 -1.8327
H12 2.9869 -0.1483 -0.9455
H13 1.3896 0.1922 -0.1379

Output
DFT total energy   -382.9268 Eh
Relative energy (zero: lowest compared OMol25 entry of this formula, charge and spin)   2.317 eV
HOMO (alpha / beta)   -0.28684 / -0.27724 hartree
E_LUMO (alpha / beta)   0.6 / -2.5 eV
Spin multiplicity   2
Strongest force on any atom   0.0444 hartree/bohr
Gap between HOMO and LUMO (alpha / beta)   8.4 / 5.1 eV


Below is a 2-piece molecular cluster, C3H5P overall in a non-equilibrium geometry, with properties calculated with ωB97M-V with the def2-TZVPD basis set.

Cartesian coordinates (Å):
C1 0.6630 0.7586 -0.9643
C2 0.7433 -0.4766 -0.5158
C3 -2.2484 -0.0485 1.6544
P1 -2.6029 0.8473 0.4443
H1 0.1863 0.9824 -1.9033
H2 1.0744 1.5976 -0.4297
H3 0.3271 -1.3063 -1.0663
H4 1.2251 -0.7260 0.4157
H5 -2.0130 -0.6820 2.4660

Output
DFT total energy   -458.5508 Eh
Relative energy (zero: lowest compared OMol25 entry of this formula, charge and spin)   0.835 eV
HOMO   -0.35307 hartree
SMILES string   C#P.C=C
E_LUMO   0.6 eV
Spin multiplicity   1
Strongest force on any atom   0.0396 hartree/bohr
Gap between HOMO and LUMO   10.2 eV


Below is a 2-piece molecular cluster, H2N2O3 overall in a non-equilibrium geometry, with properties calculated with ωB97M-V with the def2-TZVPD basis set.

Cartesian coordinates (Å):
N1 1.9215 0.3556 -0.0160
N2 1.5061 -0.6859 -0.1099
O1 1.9943 1.5257 0.1097
O2 1.3923 -1.8723 -0.0866
O3 -1.9530 0.1873 -0.1666
H1 -2.3024 1.0622 0.2437
H2 -2.5588 -0.5726 0.0256

Output
DFT total energy   -336.2297 Eh
Relative energy (zero: lowest compared OMol25 entry of this formula, charge and spin)   0.963 eV
HOMO   -0.36779 hartree
SMILES string   O=NN=O.O
E_LUMO   0.5 eV
Spin multiplicity   1
Strongest force on any atom   0.0574 hartree/bohr
Gap between HOMO and LUMO   10.5 eV